Entry from the Open Molecules 2025 dataset: a structure of composition C35H31LaN3PS3 in a non-equilibrium geometry (wB97M-V/def2-TZVPD).

Geometry as ORCA input:
```
! RIJCOSX wB97M-V def2-TZVPD def2/J DEFGRID3
* xyz 0 1
La -0.166 -0.971 -0.318
S -0.078 -2.543 -2.946
S -2.551 -1.830 0.613
S 0.368 -3.604 0.520
P -0.561 1.158 1.809
N 2.333 -0.310 -1.725
N 1.928 -4.346 -2.763
N 2.625 -2.283 -2.942
C 3.214 -0.171 -3.955
C -1.607 2.147 -0.596
C -2.153 2.089 6.030
C -3.748 -4.227 0.328
C 1.506 -3.060 -2.819
C -2.083 0.682 4.083
C -2.623 3.026 1.434
C 2.005 1.676 2.664
C 3.733 -3.105 -2.969
C -1.222 2.938 5.452
C 2.500 3.820 0.988
C -1.144 1.531 3.504
C -1.265 -5.775 0.263
C 1.046 -5.448 -2.502
C 3.295 -4.375 -2.844
C 3.008 1.797 -2.626
C -2.261 3.109 -2.747
C 2.705 -0.877 -2.874
C -2.411 3.055 -1.347
C -0.617 1.362 -2.625
C -3.457 3.855 0.673
C -0.718 2.663 4.195
C -3.339 3.889 -0.687
C -1.346 2.308 -3.366
C -1.701 2.204 0.827
C 3.241 2.294 2.686
C -2.589 0.968 5.341
C -1.247 -4.274 0.401
C 1.256 3.206 0.965
C -2.403 -3.565 0.436
C 1.001 2.125 1.804
C 2.508 1.007 -1.608
C 3.494 3.362 1.837
C -0.726 1.229 -1.251
C 3.356 1.200 -3.832
H 3.473 -0.686 -4.867
H -1.205 2.363 -4.437
H -1.889 -6.231 1.030
H 3.852 -5.288 -2.808
H 1.546 -6.386 -2.729
H 4.466 3.835 1.841
H 0.755 -5.426 -1.449
H -4.445 -3.711 0.985
H 4.009 1.946 3.363
H 1.799 0.843 3.326
H 0.052 0.716 -3.193
H -2.540 2.307 7.015
H -4.177 4.484 1.177
H 0.148 -5.336 -3.109
H 3.106 2.858 -2.481
H -2.874 3.802 -3.308
H -2.421 -0.192 3.538
H 2.694 4.664 0.342
H -3.717 -5.278 0.598
H -3.953 4.558 -1.277
H 3.730 1.786 -4.657
H -2.719 3.049 2.509
H -0.892 3.826 5.975
H -3.328 0.317 5.786
H -0.259 -6.171 0.381
H -4.124 -4.148 -0.694
H 2.241 1.434 -0.650
H -1.642 -6.074 -0.715
H 4.720 -2.697 -3.039
H -0.001 3.332 3.739
H 0.485 3.567 0.298
*
```

Computed properties:
LUMO level: -0.1 eV
Orbital gap: 5.9 eV
Relative energy (zero: lowest compared OMol25 entry of this formula, charge and spin): 0.415 eV
E_tot: -83924.3607 eV
Highest occupied orbital energy: -6.0 eV

These are the Löwdin partial charges, in e, on atoms 1 to 5: La 1.25; S 0.59; S 0.40; S 0.36; P 1.01

Entry from the Open Molecules 2025 dataset: an isolated molecule of C9H14N4O4 in a non-equilibrium geometry (wB97M-V/def2-TZVPD).

Geometry as ORCA input:
```
! RIJCOSX wB97M-V def2-TZVPD def2/J DEFGRID3
* xyz 0 1
O -0.948 -1.794 1.692
O -2.046 1.948 1.190
O -3.802 -1.470 -1.147
O -1.409 2.779 -0.802
N -1.152 -1.748 -1.264
N 2.197 -0.969 0.096
N 0.141 0.145 1.213
N 4.402 -0.388 -0.135
C 3.513 0.661 -0.527
C -3.064 -1.033 -0.019
C -1.614 -0.696 -0.292
C 3.491 -1.463 0.086
C -0.745 -0.853 0.962
C 1.123 1.138 -0.888
C 0.300 1.354 0.389
C -1.202 2.079 0.375
C 2.263 0.305 -0.290
H 4.046 1.593 -0.806
H -0.518 -2.317 -0.715
H 5.361 -0.324 -0.483
H 0.869 0.053 1.895
H -3.138 -1.770 0.836
H -3.265 -1.209 -1.847
H 1.430 2.061 -1.198
H -1.546 0.196 -0.851
H -3.342 -0.112 0.520
H 3.754 -2.479 0.475
H -2.345 2.893 -0.711
H -0.587 -1.324 -1.989
H 0.519 0.718 -1.680
H 0.888 2.088 0.948
*
```

Computed properties:
LUMO level: 0.4 eV
Orbital gap: 9.6 eV
SMILES: N[C@@H](CO)C(=O)N[C@@H](Cc1c[nH]cn1)C(=O)O
Relative energy (zero: lowest compared OMol25 entry of this formula, charge and spin): 3.370 eV
E_tot: -23708.5665 eV
Highest occupied orbital energy: -9.2 eV

These are the Löwdin partial charges, in e, on atoms 1 to 5: O 0.09; O 0.14; O -0.02; O 0.10; N 0.08

Entry from the Open Molecules 2025 dataset: a structure of composition C13H21Br3F7NO4Si in a non-equilibrium geometry (wB97M-V/def2-TZVPD).

Geometry as ORCA input:
```
! RIJCOSX wB97M-V def2-TZVPD def2/J DEFGRID3
* xyz 0 1
Br 1.091 -1.614 -6.670
Br -1.828 -2.543 -5.671
Br -0.470 0.106 -4.437
Si -0.195 -0.897 1.737
F 1.106 -3.559 0.235
F 1.804 -0.980 -1.418
F 1.450 -2.630 3.100
F 3.444 -2.708 -1.436
F 3.251 -3.369 1.247
F 2.542 -0.620 2.455
F 3.830 -0.723 -0.177
O -2.225 -2.194 4.927
O -0.845 -2.328 -1.659
O -1.418 -2.374 3.888
O 0.552 4.733 -1.166
N -1.313 -1.810 0.677
C 1.731 3.966 -0.676
C 1.016 1.506 0.370
C 2.119 -2.534 0.690
C -1.785 0.026 -1.414
C -2.788 -1.608 1.085
C 1.243 3.139 0.652
C -1.001 -1.010 3.531
C -1.280 -1.392 -0.769
C -0.163 -1.664 -5.184
C 1.563 -1.655 1.949
C -0.173 1.036 1.388
C -0.418 3.776 -1.733
C 2.769 -1.686 -0.548
H -1.056 4.372 -2.545
H 2.062 1.014 0.549
H -3.167 -2.518 1.746
H -1.200 1.438 0.994
H -1.101 3.284 -0.904
H 0.207 3.530 1.097
H -2.406 0.679 -0.656
H 2.219 3.284 -1.492
H -0.157 -0.686 4.302
H 0.209 2.922 -2.275
H 2.507 4.787 -0.292
H 0.013 1.569 2.435
H -2.960 -0.561 1.577
H -0.886 0.583 -1.914
H -2.537 -0.238 -2.301
H 2.056 3.279 1.492
H -1.851 -0.200 3.601
H -3.477 -1.628 0.112
H 0.300 -2.267 -4.396
H -3.162 -2.439 4.667
H 0.776 1.405 -0.771
*
```

Computed properties:
LUMO level: -0.3 eV
Orbital gap: 9.6 eV
E_tot: -260517.5860 eV
Highest occupied orbital energy: -9.9 eV

These are the Löwdin partial charges, in e, on atoms 1 to 5: Br 0.56; Br 0.56; Br 0.62; Si 0.73; F 0.03

Entry from the Open Molecules 2025 dataset: an isolated molecule of C5H11F3NO2P in a non-equilibrium geometry (wB97M-V/def2-TZVPD).

Geometry as ORCA input:
```
! RIJCOSX wB97M-V def2-TZVPD def2/J DEFGRID3
* xyz 0 1
P -0.288 -0.101 -0.911
F 1.638 -2.547 -2.022
F 0.404 -2.980 -3.702
F 0.974 -0.972 -3.280
O -1.065 0.977 -1.501
O -0.088 -1.275 1.480
N -0.697 -0.264 0.758
C -2.046 -0.092 1.037
C 1.511 0.434 -0.831
C 0.550 -2.088 -2.637
C 1.489 1.857 -0.117
C -0.587 -1.815 -1.758
H 2.407 -0.256 -0.448
H 0.747 2.536 -0.547
H 1.862 0.516 -1.834
H -1.997 -0.219 2.086
H -2.647 -0.824 0.489
H 2.435 2.312 -0.163
H -0.842 -2.638 -1.079
H -1.440 -1.622 -2.422
H 0.740 -0.838 1.743
H -2.218 0.897 0.714
H 1.241 1.714 1.005
*
```

Computed properties:
LUMO level: 0.6 eV
Orbital gap: 9.9 eV
SMILES: CC[P@@](=O)(CC(F)(F)F)N(C)O
Relative energy (zero: lowest compared OMol25 entry of this formula, charge and spin): 0.232 eV
E_tot: -28388.7332 eV
Highest occupied orbital energy: -9.3 eV

These are the Löwdin partial charges, in e, on atoms 1 to 5: P 0.70; F 0.13; F 0.08; F 0.09; O -0.29